[1]
A 3-piece molecular cluster, C17H46N2O4P overall, computed with wB97M-V/def2-TZVPD.

```
70
Properties=species:S:1:pos:R:3:lowdin_charge:R:1
C 2.72 4.90 -2.08 -0.130
C 2.84 3.80 -0.82 -0.412
C 2.12 4.36 0.56 -0.134
C 2.38 2.29 -1.25 -0.258
C 3.73 1.53 -1.86 -0.444
P 4.92 0.86 -0.52 0.161
H 3.65 4.67 -2.77 0.069
H 1.69 4.82 -2.65 0.068
H 2.91 5.98 -1.62 0.071
H 4.00 3.76 -0.57 0.106
H 2.25 3.52 1.36 0.070
H 1.02 4.73 0.40 0.066
H 2.79 5.29 0.90 0.073
H 1.51 2.26 -2.06 0.091
H 2.06 1.71 -0.27 0.074
H 3.38 0.59 -2.50 0.064
H 4.33 2.31 -2.52 0.066
H 3.96 1.00 0.55 -0.086
H 5.49 2.19 -0.27 -0.093
H 5.94 0.66 -1.52 -0.096
H 4.38 -0.49 -0.75 -0.082
H 5.88 0.37 0.47 -0.114
C -1.48 -3.57 1.50 -0.118
O -0.44 -3.92 2.41 -0.196
C 0.17 -5.18 2.11 -0.210
C 1.62 -4.98 1.64 -0.213
N 1.66 -4.36 0.31 -0.061
C 2.99 -3.91 -0.09 -0.195
C 3.63 -2.78 0.74 -0.221
O 2.97 -1.52 0.62 -0.242
C 1.86 -1.35 1.50 -0.100
H -1.98 -2.68 1.88 0.083
H -1.06 -3.33 0.52 0.076
H -2.21 -4.38 1.41 0.085
H -0.41 -5.77 1.39 0.117
H 0.19 -5.75 3.05 0.114
H 2.13 -5.94 1.60 0.117
H 2.12 -4.35 2.38 0.100
H 1.03 -3.56 0.30 0.067
H 2.91 -3.55 -1.12 0.119
H 3.67 -4.77 -0.11 0.110
H 4.64 -2.61 0.35 0.113
H 3.77 -3.05 1.80 0.106
H 2.00 -1.88 2.45 0.085
H 0.94 -1.66 1.02 0.060
H 1.77 -0.28 1.72 0.080
C -4.94 -1.80 -0.38 -0.116
O -4.04 -1.00 0.39 -0.207
C -2.89 -0.58 -0.36 -0.202
C -2.94 0.94 -0.59 -0.196
N -4.00 1.30 -1.54 -0.057
C -4.25 2.74 -1.61 -0.196
C -4.80 3.43 -0.34 -0.217
O -6.12 3.02 0.01 -0.187
C -6.18 1.83 0.80 -0.102
H -5.70 -2.20 0.30 0.087
H -5.44 -1.19 -1.14 0.075
H -4.42 -2.64 -0.85 0.086
H -2.78 -1.13 -1.30 0.126
H -2.02 -0.81 0.26 0.106
H -1.97 1.27 -0.99 0.127
H -3.10 1.42 0.38 0.102
H -4.86 0.84 -1.27 0.065
H -4.99 2.89 -2.41 0.115
H -3.34 3.26 -1.93 0.118
H -4.87 4.50 -0.56 0.118
H -4.12 3.34 0.51 0.109
H -5.31 1.72 1.45 0.089
H -6.29 0.96 0.16 0.067
H -7.07 1.89 1.43 0.086
```

As for the spin multiplicity: 1. As for the net charge: -1. Its HOMO-LUMO gap is 0.1880 Ha.

[2]
C17H47AgN4O5 as an isolated structure, computed with wB97M-V/def2-TZVPD.

```
74
Properties=species:S:1:pos:R:3:lowdin_charge:R:1
Ag 10.30 29.03 -9.64 0.775
C 7.68 26.92 -8.78 -0.377
O 8.99 27.26 -8.49 -0.436
H 7.02 27.35 -8.03 0.052
H 7.40 27.21 -9.79 0.023
H 7.45 25.85 -8.81 0.045
C 8.78 30.13 -13.82 -0.059
C 9.40 30.47 -12.48 -0.429
C 8.29 30.33 -11.36 -0.185
O 8.67 30.79 -10.08 -0.236
C 7.60 30.73 -9.14 -0.087
N 10.41 29.51 -12.29 0.029
H 9.45 30.17 -14.69 0.087
H 7.90 30.73 -14.04 0.082
H 8.49 29.09 -13.74 0.061
H 9.77 31.49 -12.51 0.136
H 8.02 29.28 -11.25 0.111
H 7.42 30.86 -11.76 0.125
H 7.91 31.13 -8.17 0.073
H 7.21 29.72 -9.07 0.080
H 6.74 31.35 -9.38 0.088
H 9.89 28.65 -12.39 0.022
H 10.98 29.51 -13.12 0.090
C 9.24 25.95 -13.93 -0.074
C 8.61 26.34 -12.64 -0.403
C 7.67 25.17 -12.14 -0.179
O 6.69 24.91 -13.15 -0.209
C 5.68 23.93 -12.81 -0.085
N 9.71 26.62 -11.70 0.032
H 9.56 26.82 -14.50 0.070
H 8.61 25.33 -14.56 0.077
H 10.12 25.30 -13.89 0.080
H 7.96 27.20 -12.80 0.121
H 7.16 25.36 -11.20 0.097
H 8.27 24.30 -11.89 0.123
H 6.10 22.95 -12.60 0.083
H 5.03 23.77 -13.67 0.082
H 5.09 24.35 -11.99 0.085
H 10.26 25.82 -11.43 0.084
H 9.34 26.94 -10.81 0.018
C 9.23 30.34 -5.82 -0.065
C 10.33 29.33 -5.54 -0.443
C 9.90 28.13 -4.72 -0.165
O 10.95 27.26 -4.19 -0.184
C 10.42 26.31 -3.34 -0.160
N 10.88 28.91 -6.81 0.032
H 8.93 30.74 -4.85 0.072
H 8.28 29.97 -6.22 0.075
H 9.67 31.15 -6.39 0.080
H 11.14 29.85 -5.02 0.138
H 9.17 27.51 -5.23 0.131
H 9.48 28.61 -3.83 0.119
H 11.20 25.59 -3.12 0.091
H 9.56 25.85 -3.83 0.083
H 10.01 26.69 -2.41 0.082
H 11.37 28.08 -6.50 0.067
H 10.08 28.50 -7.28 -0.004
C 14.50 27.50 -10.34 -0.079
C 13.30 28.27 -9.89 -0.429
C 13.29 29.67 -10.45 -0.245
O 12.41 30.42 -9.70 -0.224
C 12.29 31.75 -10.15 -0.094
N 12.12 27.52 -10.30 0.015
H 15.44 27.96 -10.03 0.079
H 14.61 27.38 -11.42 0.083
H 14.45 26.49 -9.93 0.081
H 13.33 28.28 -8.80 0.145
H 13.13 29.64 -11.53 0.124
H 14.30 30.06 -10.31 0.127
H 11.66 32.31 -9.46 0.093
H 11.86 31.85 -11.15 0.078
H 13.26 32.25 -10.08 0.089
H 11.92 27.45 -11.29 0.052
H 12.13 26.55 -10.03 0.082
```

As for the spin multiplicity: 1. Its HOMO-LUMO gap is 0.2781 Ha.

[3]
A 14-piece molecular cluster, C17H47BF3N14O29 overall, computed with wB97M-V/def2-TZVPD.

```
111
Properties=species:S:1:pos:R:3:lowdin_charge:R:1
C 0.26 -0.14 2.90 -0.135
O -0.35 -1.30 2.41 -0.061
B -0.40 -2.44 3.30 -0.885
O 0.65 -3.39 3.04 0.038
N -1.36 -2.62 4.25 0.113
C -2.36 -1.57 4.25 -0.255
C -3.25 -1.63 3.03 -0.255
O -4.38 -2.46 3.31 -0.013
C -3.78 -0.25 2.56 -0.466
F -5.13 -0.28 2.33 0.074
F -3.22 0.08 1.33 0.081
F -3.54 0.81 3.38 0.111
H 0.99 0.20 2.18 0.042
H 0.74 -0.29 3.86 0.092
H -0.48 0.65 3.06 0.068
H 0.25 -4.20 2.70 0.009
H -3.02 -1.69 5.11 0.108
H -1.92 -0.58 4.35 0.089
H -2.72 -2.04 2.18 0.142
H -4.64 -2.86 2.48 0.062
C 2.18 -2.86 -0.02 0.075
N 2.54 -1.44 -0.26 -0.419
O 2.10 -0.61 0.49 0.079
O 3.25 -1.16 -1.22 0.008
H 1.55 -2.91 0.87 0.090
H 1.66 -3.21 -0.90 0.082
H 3.11 -3.42 0.13 0.072
C -3.16 2.70 -1.05 0.055
N -3.18 2.09 -2.40 -0.433
O -3.10 0.89 -2.51 0.076
O -3.26 2.85 -3.35 0.023
H -3.08 1.90 -0.31 0.086
H -2.32 3.36 -1.00 0.067
H -4.09 3.25 -0.94 0.106
C -7.16 -1.44 0.08 0.054
N -7.61 -2.76 0.60 -0.448
O -6.95 -3.30 1.46 0.083
O -8.63 -3.22 0.12 0.048
H -6.25 -1.16 0.60 0.072
H -6.98 -1.56 -0.98 0.099
H -7.95 -0.72 0.26 0.101
C 0.23 4.84 2.18 0.060
N -0.56 4.22 1.08 -0.434
O -1.70 4.60 0.91 0.052
O -0.01 3.37 0.41 0.071
H -0.39 5.57 2.68 0.057
H 0.53 4.03 2.85 0.106
H 1.10 5.29 1.73 0.103
C 6.72 -4.25 -1.23 0.043
N 5.75 -5.16 -0.57 -0.444
O 5.84 -6.35 -0.81 0.066
O 4.92 -4.67 0.17 0.058
H 7.37 -4.85 -1.86 0.093
H 6.15 -3.53 -1.82 0.081
H 7.27 -3.74 -0.45 0.102
C -1.86 9.66 3.06 0.048
N -0.94 8.56 3.47 -0.445
O -1.33 7.42 3.33 0.060
O 0.14 8.88 3.90 0.074
H -2.78 9.21 2.70 0.094
H -2.04 10.27 3.94 0.099
H -1.36 10.23 2.29 0.100
C -0.58 -8.17 2.52 0.034
N -0.55 -6.70 2.74 -0.432
O -1.13 -6.26 3.70 0.117
O 0.06 -6.04 1.91 0.052
H -1.15 -8.62 3.32 0.064
H -1.05 -8.35 1.56 0.097
H 0.44 -8.53 2.52 0.102
C -1.38 4.34 -5.57 0.051
N -1.00 5.75 -5.29 -0.449
O -1.60 6.36 -4.44 0.081
O -0.08 6.21 -5.96 0.040
H -2.20 4.06 -4.91 0.061
H -1.68 4.29 -6.61 0.101
H -0.51 3.72 -5.38 0.103
C 6.35 0.96 -2.90 0.051
N 7.29 -0.10 -2.47 -0.447
O 6.84 -1.21 -2.27 0.053
O 8.45 0.21 -2.35 0.068
H 5.35 0.53 -2.95 0.093
H 6.40 1.76 -2.16 0.073
H 6.68 1.32 -3.86 0.101
C 4.76 1.55 0.54 0.050
N 4.98 3.01 0.37 -0.444
O 4.43 3.77 1.13 0.076
O 5.70 3.36 -0.55 0.037
H 4.10 1.39 1.37 0.095
H 4.32 1.17 -0.38 0.080
H 5.73 1.09 0.71 0.104
C -0.11 -0.95 -3.53 0.044
N -0.27 -2.08 -2.58 -0.452
O -0.65 -1.82 -1.47 0.096
O 0.02 -3.19 -2.99 0.045
H -0.40 -0.04 -3.02 0.084
H 0.93 -0.92 -3.84 0.095
H -0.76 -1.15 -4.38 0.097
C -4.03 -10.72 2.77 0.052
N -2.79 -11.52 3.02 -0.448
O -2.86 -12.72 2.98 0.073
O -1.78 -10.88 3.26 0.052
H -4.84 -11.41 2.58 0.092
H -4.21 -10.12 3.66 0.104
H -3.83 -10.09 1.92 0.100
C 2.14 8.73 -6.01 0.038
N 3.60 8.98 -6.11 -0.459
O 4.21 8.47 -7.03 0.063
O 4.09 9.69 -5.26 0.058
H 1.84 8.09 -6.83 0.084
H 1.95 8.26 -5.06 0.098
H 1.64 9.69 -6.07 0.099
```

As for the spin multiplicity: 1. As for the net charge: -1. Its HOMO-LUMO gap is 0.1742 Ha.

[4]
C17H47FInO5 as an isolated structure, computed with wB97M-V/def2-TZVPD.

```
71
Properties=species:S:1:pos:R:3:lowdin_charge:R:1
F 4.46 -0.22 -3.53 -0.133
C 4.62 -0.21 -4.94 -0.361
C 3.65 0.74 -5.58 -0.372
In 1.51 0.06 -5.56 0.192
H 4.49 -1.24 -5.27 0.086
H 5.68 0.06 -5.08 0.087
H 3.77 1.72 -5.11 0.017
H 3.93 0.84 -6.64 0.016
H 1.09 -0.34 -7.26 -0.174
H 1.42 -1.41 -4.58 -0.159
H 0.45 1.32 -4.95 -0.161
C 0.58 3.86 -1.44 -0.054
C -0.40 4.26 -2.52 -0.500
C -1.41 5.29 -2.02 -0.061
O -1.05 3.13 -3.07 -0.064
H 0.05 3.39 -0.60 0.059
H 1.31 3.15 -1.83 0.086
H 1.12 4.73 -1.05 0.072
H 0.15 4.68 -3.37 0.139
H -1.98 4.87 -1.18 0.068
H -2.10 5.57 -2.81 0.076
H -0.90 6.19 -1.65 0.072
H -1.56 2.69 -2.39 0.068
C 0.61 4.92 3.14 -0.057
C -0.40 5.23 2.05 -0.504
C -1.42 6.27 2.48 -0.058
O -1.04 4.04 1.60 -0.073
H 0.10 4.51 4.02 0.080
H 1.33 4.18 2.79 0.082
H 1.15 5.82 3.44 0.078
H 0.13 5.60 1.16 0.127
H -1.99 5.90 3.35 0.080
H -2.13 6.47 1.68 0.078
H -0.94 7.20 2.77 0.078
H -1.54 3.66 2.33 0.079
C -3.16 0.83 1.65 -0.060
C -3.34 0.58 0.16 -0.490
C -2.23 -0.28 -0.40 -0.045
O -3.45 1.83 -0.52 -0.054
H -2.22 1.36 1.82 0.068
H -3.98 1.44 2.03 0.077
H -3.13 -0.10 2.21 0.075
H -4.30 0.09 -0.01 0.138
H -1.26 0.22 -0.31 0.089
H -2.38 -0.51 -1.45 0.092
H -2.18 -1.22 0.15 0.049
H -2.64 2.33 -0.36 0.062
C -2.40 -5.88 0.71 -0.065
C -2.11 -4.45 0.27 -0.495
C -0.81 -3.93 0.86 -0.056
O -3.21 -3.59 0.58 -0.064
H -2.49 -5.92 1.80 0.078
H -3.33 -6.24 0.26 0.075
H -1.59 -6.55 0.41 0.077
H -2.05 -4.42 -0.82 0.142
H -0.86 -3.93 1.95 0.075
H -0.62 -2.91 0.51 0.073
H 0.03 -4.55 0.57 0.078
H -3.30 -3.57 1.54 0.083
C 2.34 -6.85 3.12 -0.063
C 2.60 -5.40 2.75 -0.505
C 3.95 -4.91 3.26 -0.062
O 1.55 -4.56 3.22 -0.060
H 2.34 -6.97 4.21 0.079
H 1.38 -7.17 2.74 0.075
H 3.12 -7.50 2.71 0.079
H 2.56 -5.29 1.67 0.137
H 3.99 -4.97 4.35 0.079
H 4.11 -3.87 2.97 0.082
H 4.76 -5.51 2.85 0.079
H 1.53 -4.60 4.19 0.086
```

As for the spin multiplicity: 1. As for the net charge: -1. Its HOMO-LUMO gap is 0.2325 Ha.

[5]
C17H48F3O11S9Zn as an isolated structure, computed with wB97M-V/def2-TZVPD.

```
89
Properties=species:S:1:pos:R:3:lowdin_charge:R:1
Zn 3.24 2.47 -1.45 1.155
C -0.68 -1.79 0.38 -0.583
F -1.43 -1.38 -0.64 0.146
F -0.84 -1.20 1.56 0.142
F -0.94 -3.14 0.58 0.076
S 1.22 -1.72 -0.08 0.536
O 1.95 -2.00 1.14 -0.256
O 1.34 -2.61 -1.23 -0.277
O 1.51 -0.30 -0.45 -0.334
C 5.11 -0.67 -5.60 -0.243
S 3.48 0.12 -5.61 0.864
O 3.57 1.07 -4.47 -0.619
C 3.70 1.00 -7.21 -0.235
H 5.15 -1.33 -6.46 0.060
H 5.24 -1.26 -4.69 0.057
H 5.87 0.11 -5.66 0.059
H 2.87 1.70 -7.31 0.049
H 3.62 0.37 -8.09 0.064
H 4.61 1.59 -7.25 0.058
C -7.95 -2.58 5.55 -0.261
S -6.59 -1.36 5.71 0.812
O -6.37 -1.12 7.20 -0.576
C -5.14 -2.31 5.06 -0.261
H -7.98 -2.85 4.50 0.038
H -8.90 -2.11 5.79 0.051
H -7.80 -3.56 6.02 0.059
H -5.30 -2.70 4.06 0.040
H -5.13 -3.25 5.60 0.048
H -4.17 -1.80 5.04 0.050
C -2.98 -2.07 -6.81 -0.279
S -1.43 -3.02 -7.13 0.859
O -0.41 -1.98 -7.59 -0.591
C -1.19 -3.03 -5.29 -0.269
H -3.67 -2.63 -6.17 0.051
H -3.49 -1.76 -7.72 0.045
H -2.73 -1.12 -6.33 0.047
H -1.18 -1.98 -5.00 0.043
H -0.21 -3.47 -5.09 0.043
H -1.89 -3.55 -4.63 0.055
C -5.83 1.23 1.06 -0.268
S -7.10 2.43 1.71 0.845
O -7.27 3.51 0.65 -0.584
C -8.48 1.25 1.44 -0.262
H -5.99 0.22 1.44 0.038
H -4.80 1.36 1.38 0.034
H -5.76 1.24 -0.03 0.053
H -8.45 0.44 2.18 0.042
H -8.27 0.79 0.48 0.046
H -9.47 1.70 1.47 0.056
C -2.46 4.91 -2.00 -0.231
S -1.13 3.87 -2.72 0.865
O 0.05 3.94 -1.76 -0.610
C -0.79 4.99 -4.10 -0.278
H -2.08 5.87 -1.67 0.068
H -2.85 4.34 -1.16 0.051
H -3.22 5.01 -2.77 0.061
H -1.58 5.15 -4.83 0.064
H 0.02 4.51 -4.65 0.041
H -0.37 5.98 -3.92 0.067
C -1.37 3.46 5.00 -0.262
S -0.94 4.06 6.70 0.843
O -1.69 5.37 6.90 -0.575
C -1.94 2.80 7.63 -0.265
H -0.66 2.74 4.60 0.040
H -1.46 4.30 4.31 0.048
H -2.34 2.95 5.03 0.038
H -2.05 2.98 8.70 0.050
H -1.41 1.86 7.61 0.042
H -2.98 2.63 7.33 0.054
C 5.42 -5.62 0.63 -0.243
S 6.93 -5.63 1.70 0.832
O 7.95 -4.63 1.17 -0.580
C 6.08 -4.87 3.14 -0.263
H 5.05 -4.60 0.55 0.052
H 4.87 -6.32 1.26 0.039
H 5.61 -6.04 -0.36 0.051
H 5.30 -5.50 3.57 0.055
H 5.64 -3.92 2.84 0.047
H 6.88 -4.63 3.84 0.047
C 7.37 0.40 1.46 -0.220
S 7.59 0.74 -0.34 0.902
O 6.24 1.27 -0.77 -0.635
C 8.69 2.20 -0.15 -0.251
H 7.70 1.30 1.97 0.044
H 8.05 -0.37 1.83 0.058
H 6.36 0.08 1.69 0.059
H 9.23 2.31 -1.09 0.049
H 9.43 2.02 0.63 0.056
H 8.20 3.11 0.19 0.066
```

As for the spin multiplicity: 1. As for the net charge: +1. Its HOMO-LUMO gap is 0.0522 Ha.

[6]
C17H48N6O5 as an isolated structure, computed with wB97M-V/def2-TZVPD.

```
76
Properties=species:S:1:pos:R:3:lowdin_charge:R:1
C -2.08 2.72 -0.67 -0.069
C -2.06 4.07 0.04 -0.402
C -1.45 3.93 1.45 -0.191
O -2.27 3.18 2.30 -0.255
C -3.22 3.86 3.18 -0.043
N -1.04 4.72 -0.71 0.026
H -2.66 2.86 -1.58 0.084
H -2.54 1.94 -0.06 0.099
H -1.09 2.33 -0.92 0.068
H -2.96 4.68 -0.07 0.144
H -1.45 4.90 1.95 0.122
H -0.47 3.49 1.62 0.132
H -2.79 4.20 4.13 0.091
H -4.03 3.16 3.40 0.086
H -3.80 4.59 2.62 0.086
H -1.04 5.69 -0.46 0.079
H -1.56 4.70 -1.57 0.066
C 3.08 -2.55 5.22 -0.087
C 1.86 -3.42 4.90 -0.432
C 0.81 -2.68 4.00 -0.189
O 1.04 -2.72 2.59 -0.144
C 0.15 -2.04 1.78 -0.333
N 2.18 -4.73 4.41 0.041
H 2.77 -1.54 5.48 0.070
H 3.78 -2.49 4.39 0.071
H 3.68 -2.99 6.01 0.066
H 1.39 -3.41 5.88 0.124
H 0.68 -1.62 4.22 0.098
H -0.20 -2.90 4.34 0.108
H -0.02 -1.08 2.27 0.098
H -0.72 -2.68 1.64 0.160
H 0.56 -1.74 0.82 0.017
H 2.58 -4.75 3.48 0.070
H 2.79 -5.27 5.01 0.067
C -2.48 1.26 -6.05 -0.063
C -2.15 1.83 -4.66 -0.472
C -1.08 0.99 -4.01 -0.119
O -1.05 1.14 -2.54 -0.137
C -0.48 0.05 -1.77 -0.099
N -1.82 3.22 -4.77 0.047
H -1.62 0.76 -6.49 0.075
H -2.89 2.02 -6.71 0.076
H -3.21 0.45 -5.99 0.078
H -3.13 1.73 -4.20 0.132
H -0.12 1.27 -4.45 0.133
H -1.15 -0.08 -4.25 0.125
H 0.09 0.54 -0.98 0.024
H 0.33 -0.44 -2.32 0.120
H -1.12 -0.76 -1.42 0.177
H -1.90 3.53 -3.81 0.053
H -2.50 3.77 -5.27 0.075
C 4.05 -3.53 -0.76 -0.047
C 2.59 -3.30 -1.19 -0.430
C 2.32 -1.97 -1.90 -0.199
O 2.48 -0.77 -1.16 -0.111
C 1.39 -0.39 -0.29 -0.073
N 2.06 -4.29 -2.13 0.028
H 4.18 -4.56 -0.43 0.074
H 4.27 -2.75 -0.03 0.081
H 4.67 -3.40 -1.64 0.070
H 2.03 -3.45 -0.26 0.128
H 1.45 -1.95 -2.56 0.111
H 3.10 -1.91 -2.65 0.124
H 1.35 -0.95 0.65 0.094
H 0.45 -0.44 -0.83 0.001
H 1.56 0.65 -0.01 0.147
H 2.73 -4.14 -2.87 0.060
H 2.19 -5.24 -1.83 0.069
C -0.67 0.03 0.98 -0.558
O -0.46 -1.17 0.68 -0.126
N -0.67 0.98 0.13 0.033
N -1.07 0.66 2.07 0.218
H -0.40 0.80 -0.83 -0.164
H -0.46 1.84 0.62 0.119
H -1.16 -0.01 2.82 0.117
H -1.59 1.53 2.02 0.080
```

As for the spin multiplicity: 1. Its HOMO-LUMO gap is 0.2691 Ha.

| no. | highest occupied orbital energy (eV) |
| --- | --- |
| 1 | -2.80 |
| 2 | -6.93 |
| 3 | -3.52 |
| 4 | -4.24 |
| 5 | -10.23 |
| 6 | -6.83 |